i:
Density functional theory data (ωB97M-V/def2-TZVPD) for a single CH3NOS2 molecule.

```
8
CH3NOS2 | the Open Molecules 2025 dataset | ωB97M-V/def2-TZVPD
S -0.86300 2.16873 -1.51850
N 0.21635 0.45222 0.74644
C 0.89669 -0.37870 -0.09558
H 1.12804 -0.13752 -1.10339
S -0.21386 1.92710 0.36426
O 0.71344 2.79536 1.01696
H -1.51317 1.95317 1.06921
H 1.52485 -1.09955 0.48928
```

Its SMILES is C=N[S@@H](=O)=S. The HOMO energy comes out at -9.36 eV. The total charge is 0. For the lowest unoccupied orbital energy, the calculation gives -0.0455 hartree. For the HOMO-LUMO gap, the calculation gives 0.298 Ha.

***

ii:
Density functional theory data (ωB97M-V/def2-TZVPD) for a 2-piece molecular cluster, CH3NOS2 overall.

```
8
CH3NOS2 | the Open Molecules 2025 dataset | ωB97M-V/def2-TZVPD
H -2.05347 0.94034 0.02161
H -1.05985 -0.09008 1.25893
O -4.40184 -1.65161 -0.71150
N -0.22549 0.48129 -0.52825
H 0.79945 0.32000 -0.36214
C -1.18296 0.41770 0.30619
S -4.35203 -0.77379 0.42099
S -4.75611 1.11499 0.07286
```

The HOMO energy comes out at -9.55 eV. The total charge is 0. For the lowest unoccupied orbital energy, the calculation gives -0.0807 hartree. For the HOMO-LUMO gap, the calculation gives 0.270 Ha.

***

Name the least stable of them. i.

***

i:
Density functional theory data (ωB97M-V/def2-TZVPD) for a 2-piece molecular cluster, C7H8F3N overall.

```
19
C7H8F3N | the Open Molecules 2025 dataset | ωB97M-V/def2-TZVPD
C 2.01117 -0.18096 0.00926
F -3.85828 0.82208 0.13242
F -2.88895 -1.07218 0.51994
N 1.43200 2.21647 0.05709
F -2.61332 -0.08196 -1.39719
C 1.53853 -1.27828 -0.69705
C 2.07998 -2.58236 -0.37631
C -1.59493 2.14493 1.01206
H 3.13445 -2.66920 -0.09905
C 1.66838 1.13473 -0.14532
C -1.51095 0.97655 0.50234
C -2.66053 0.13296 -0.03547
H 0.83526 -1.08811 -1.41994
H 1.84533 -3.20218 -1.29854
H 2.79822 -0.24866 0.80139
H -0.70855 0.21230 0.65337
H -2.36845 2.78269 1.11566
H -0.60729 2.58426 1.25705
H 1.40255 -2.99740 0.40480
```

Its SMILES is C=CC(F)(F)F.C/C=C/C#N. The HOMO energy comes out at -10.01 eV. The total charge is 0. For the lowest unoccupied orbital energy, the calculation gives 0.0053 hartree. For the HOMO-LUMO gap, the calculation gives 0.373 Ha.

***

ii:
Density functional theory data (ωB97M-V/def2-TZVPD) for a single C7H8F3N molecule.

```
19
C7H8F3N | the Open Molecules 2025 dataset | ωB97M-V/def2-TZVPD
H -0.32044 2.38696 -1.84680
H -1.27993 -0.26763 -0.79135
F 0.21883 3.72704 0.84795
N -0.14140 1.42458 -1.38442
C 0.74862 -1.60237 0.34033
H 0.87144 1.23938 1.78557
C 0.86610 0.88877 0.70253
F -1.12876 2.42511 1.91042
H -2.42850 -0.52983 0.55257
C -0.64472 -1.43399 0.74044
H -0.87465 -1.78821 1.78539
F -1.73043 3.32197 -0.00272
C -0.73186 2.70701 0.65252
H 1.14792 -2.44430 -0.11938
C -1.45878 -0.54686 0.18630
H 0.70349 1.01335 -1.74576
C 1.47255 -0.39955 0.20676
C -0.05238 1.52597 -0.04173
H 2.31769 -0.28933 -0.38139
```

Its SMILES is C=C/C=C\C=C(/N)C(F)(F)F. The HOMO energy comes out at -8.46 eV. The total charge is 0. For the lowest unoccupied orbital energy, the calculation gives 0.0269 hartree. For the HOMO-LUMO gap, the calculation gives 0.338 Ha.

***

Name the least stable of them. ii.

***

i:
Density functional theory data (ωB97M-V/def2-TZVPD) for an isolated ion of composition C4H10NOS and charge +1.

```
17
C4H10NOS | the Open Molecules 2025 dataset | ωB97M-V/def2-TZVPD
H 1.93194 -2.29332 1.96074
H 0.61170 1.00348 -1.04355
C -0.13968 0.27055 1.09778
S -1.80207 1.45886 -1.09160
H -2.41381 1.00942 -3.32332
H 1.88340 -0.03266 1.03787
H 0.95825 -2.19673 0.48219
C -1.45874 0.96286 -2.80805
H -1.07464 -0.05377 -2.84141
N 1.08480 -0.39179 1.58140
H 0.16629 -2.23228 2.06407
C -0.23281 1.17279 -0.38813
O 0.03099 1.65173 0.89084
H -1.06177 -0.03412 1.56868
H -0.76606 1.66856 -3.26275
H 1.24787 -0.09529 2.55828
C 1.03433 -1.86830 1.51695
```

Its SMILES is C[NH2+][C@H]1O[C@@H]1SC. The HOMO energy comes out at -12.51 eV. The total charge is +1. For the lowest unoccupied orbital energy, the calculation gives -0.1238 hartree. For the HOMO-LUMO gap, the calculation gives 0.336 Ha.

***

ii:
Density functional theory data (ωB97M-V/def2-TZVPD) for an isolated ion of composition C4H10NOS and charge +1.

```
17
C4H10NOS | the Open Molecules 2025 dataset | ωB97M-V/def2-TZVPD
C -0.02070 -0.97582 0.00029
H 0.94116 -1.59553 -2.56173
H 1.94659 -0.42311 -1.50425
H 0.73538 1.47666 2.34925
H 1.09018 0.11602 -2.92037
N -1.33334 -0.45155 0.70761
H -1.02968 1.44035 -0.07850
H 0.96915 1.72834 0.54688
H -0.16574 -2.16045 -0.15168
C -0.95343 1.01407 0.92032
H -1.15341 -0.82129 1.61177
O -0.00207 -0.32002 -1.17377
C 0.51133 1.09903 1.24038
H -1.59654 1.54229 1.66294
S 1.27083 -0.52326 1.18359
H -2.29055 -0.51537 0.29543
C 1.08083 -0.63036 -2.12818
```

Its SMILES is CO[C@@H]1[NH2+]CCS1. The HOMO energy comes out at -13.91 eV. The total charge is +1. For the lowest unoccupied orbital energy, the calculation gives -0.1171 hartree. For the HOMO-LUMO gap, the calculation gives 0.394 Ha.

***

Name the least stable of them. i.

***

i:
Density functional theory data (ωB97M-V/def2-TZVPD) for a 5-piece molecular cluster, CH11O5 overall.

```
17
CH11O5 | the Open Molecules 2025 dataset | ωB97M-V/def2-TZVPD
O 0.47842 4.33162 1.00343
H -0.04847 -1.64662 -2.72706
H 0.13727 3.92428 1.88447
H -0.85496 -0.54774 -3.33803
H 1.30080 0.80594 0.05692
O -0.41626 -1.34919 -3.53268
H 0.31844 0.57134 -1.54674
O -0.26224 -0.38765 0.14900
H 1.39206 -0.64636 -1.07179
C 0.73570 0.13986 -0.59109
H 0.27675 3.58959 0.32009
O 0.14782 -3.02781 0.68632
H -0.62655 -0.42553 1.60159
O -0.91313 -0.02907 2.54664
H -1.88247 -0.23789 2.39832
H 0.26522 -3.03255 1.72445
H -0.04837 -2.03223 0.43618
```

The HOMO energy comes out at -4.18 eV. The total charge is -1. For the lowest unoccupied orbital energy, the calculation gives 0.1371 hartree. For the HOMO-LUMO gap, the calculation gives 0.291 Ha.

***

ii:
Density functional theory data (ωB97M-V/def2-TZVPD) for a 5-piece molecular cluster, CH11O5 overall.

```
17
CH11O5 | the Open Molecules 2025 dataset | ωB97M-V/def2-TZVPD
H 2.44132 -2.03191 0.05552
H 1.10639 -1.76488 0.92579
O 1.76063 -2.42942 0.58845
H 1.28823 -0.23811 -0.71772
H -1.01721 -0.95341 2.00801
O -0.09581 -0.28432 0.31849
H 0.07532 0.58159 2.30393
C -0.61006 0.01557 1.60381
O -0.48205 2.28746 -1.23425
H 2.08587 0.99453 -0.48601
H -2.09116 0.04627 -1.83541
H -1.59455 -0.42515 -0.48323
H -0.26670 1.66198 -0.48972
H -1.43640 0.68973 1.68605
O -2.44414 -0.25514 -1.01372
H -0.75775 1.71793 -1.97448
O 2.03809 0.38727 -1.25552
```

The HOMO energy comes out at -4.80 eV. The total charge is -1. For the lowest unoccupied orbital energy, the calculation gives 0.1461 hartree. For the HOMO-LUMO gap, the calculation gives 0.322 Ha.

***

Name the least stable of them. i.

***

i:
Density functional theory data (ωB97M-V/def2-TZVPD) for C18H25F3N6O2RuSSi as an isolated structure.

```
57
C18H25F3N6O2RuSSi | the Open Molecules 2025 dataset | ωB97M-V/def2-TZVPD
Si -0.12868 -2.14302 2.30169
C 3.40120 -0.24337 -2.91330
H -2.84103 -0.99540 3.15242
C -3.42205 1.05639 2.93606
N 2.42950 0.25372 -3.76350
H -3.74453 3.15575 2.52635
C 1.36610 0.59544 -3.01293
H -0.92297 -4.21592 3.39064
H 5.09802 -0.79195 -4.14017
C 1.12923 -3.08931 1.27733
H 0.66340 -3.74400 0.53784
C -3.17228 2.26954 2.29508
O -0.86540 2.10429 -1.94939
H -1.34748 -0.21878 -2.41862
H 1.73370 -3.72578 1.92581
N -0.76779 -0.89136 1.29589
C 2.84759 -0.16489 -1.63400
C -1.63163 0.04862 1.70047
C 0.71094 -1.39394 3.80071
H -0.43150 -2.22087 -0.69869
C -1.41518 -3.39509 2.86481
N 1.56030 0.35438 -1.73836
Ru 0.09572 0.75824 -0.24714
C -1.78243 3.63601 0.71766
H -0.97508 3.52037 -0.00093
C 4.85452 -1.04806 -0.74331
H 0.47196 1.05163 -3.40562
H 1.28156 -2.13152 4.36549
N -1.45175 1.23731 1.06558
F -1.60859 4.44176 -2.93595
C 5.39472 -1.13588 -2.03546
C 4.68075 -0.73303 -3.14495
H -1.95140 -3.82069 2.01480
C -2.66221 -0.05176 2.66084
H -2.15250 -0.55255 -1.04281
C -2.54643 3.48573 -2.89547
N -0.74577 -1.95431 -1.62663
H -2.64726 4.07193 0.21593
C -2.15730 2.33675 1.36122
H 6.39658 -1.52112 -2.16266
H -1.45347 4.33808 1.48480
F -3.66756 4.04337 -2.42277
S 1.52324 1.71727 1.05660
H -0.01749 -0.94527 4.47856
H -2.15263 -2.97304 3.54681
C 3.58275 -0.56420 -0.52054
O -3.01439 1.52483 -1.64102
H -1.51139 -2.57737 -1.86774
H 1.80663 -2.42017 0.74829
H 2.49715 0.37170 -4.75897
C -2.11817 2.24114 -2.06070
F -2.78671 3.11195 -4.17213
H 1.39359 -0.60347 3.48166
N -1.24003 -0.61735 -1.49301
H 5.45490 -1.36284 0.09901
H 3.17536 -0.47190 0.47576
H -4.21636 0.99201 3.66869
```

The HOMO energy (alpha / beta) comes out at -7.68 / -7.61 eV. The total charge is 0. As for the spin multiplicity: 5. For the lowest unoccupied orbital energy (alpha / beta), the calculation gives 0.0121 / -0.0454 hartree. For the HOMO-LUMO gap (alpha / beta), the calculation gives 0.294 / 0.234 Ha.

***

ii:
Density functional theory data (ωB97M-V/def2-TZVPD) for C18H25F3N6O2RuSSi as an isolated structure.

```
57
C18H25F3N6O2RuSSi | the Open Molecules 2025 dataset | ωB97M-V/def2-TZVPD
C -1.25054 4.03692 0.87319
H 5.04600 0.15939 -0.55183
H 1.17988 -0.05686 -6.29158
O -0.56560 1.92135 0.03589
H 2.90139 0.83854 5.06399
H -0.57442 1.58188 -4.64660
C 2.23316 -1.56481 -5.17057
Si 3.25231 1.82761 -0.18181
C 1.03451 -0.02030 4.41962
C 2.27778 0.60052 4.21058
H 3.17428 -2.95690 -3.83266
H -1.17102 1.67089 -2.19967
C 0.67370 -0.10293 -4.18580
C -1.09870 -0.94337 3.43798
H 2.78162 -1.92859 -6.02902
C 1.89426 0.58092 1.84022
H 2.19735 3.96459 0.46788
H -2.58791 0.32218 1.02366
C 2.80324 2.03245 -1.98586
N -0.23250 0.92333 -3.96914
H -1.18116 -1.79212 2.75612
H -1.85575 -0.20386 3.16840
H 3.37808 3.49148 1.68908
H -1.28760 -1.28274 4.45431
H 3.67872 1.36907 2.78717
H -3.75606 -1.50690 1.13581
H 5.70330 1.80037 -0.59912
H 3.92273 4.19250 0.16466
H 1.79227 2.43890 -2.07431
C 0.25407 -0.31785 3.32961
C -0.52795 0.93717 -2.65720
C -1.20716 2.48816 0.97632
H 1.96991 -2.16954 -1.81532
C 1.78636 -1.73021 -2.78517
H -2.89017 0.25504 -0.57667
H 5.33735 1.03668 0.94887
C 2.71712 0.90471 2.95338
H 0.68407 -0.25556 5.41365
Ru -0.00943 -0.19085 0.14217
S 0.14488 -2.31323 0.19172
F -0.36924 4.53185 -0.00581
C 0.87056 -0.69154 -2.93750
N 0.68822 -0.01088 2.09392
O -1.84088 1.98426 1.89125
H 3.49010 2.73524 -2.46424
H 2.85782 1.08858 -2.53154
C 4.99670 1.14504 -0.08319
N 0.08645 -0.01593 -1.99977
C 3.18561 3.52270 0.61518
N 2.11093 0.75238 0.54457
F -1.01016 4.60738 2.05601
C 1.34110 -0.52490 -5.32989
F -2.47655 4.42547 0.46904
N -3.18822 -1.50796 0.29684
H -2.48451 -2.23204 0.40298
N -2.48119 -0.26170 0.19424
C 2.45441 -2.15381 -3.91530
```

The HOMO energy (alpha / beta) comes out at -7.54 / -7.47 eV. The total charge is 0. As for the spin multiplicity: 5. For the lowest unoccupied orbital energy (alpha / beta), the calculation gives 0.0098 / -0.0438 hartree. For the HOMO-LUMO gap (alpha / beta), the calculation gives 0.287 / 0.231 Ha.

***

Name the least stable of them. i.